The following is a quantum chemistry calculation of a structure of composition C36H96F2Li2O12 at a distorted geometry, from the OMol25 dataset.

XYZ file:
```
148
C36H96F2Li2O12, DFT wB97M-V/def2-TZVPD
Li -1.69474 -2.27706 0.06312
Li 0.08861 -0.17306 -0.33654
F -1.89565 -0.28823 -0.08541
F 0.43284 -2.15241 -0.13835
C -3.01199 -2.98092 3.54079
C -1.56238 -2.98396 3.37062
C -0.98755 -4.09540 4.17770
O -1.25983 -3.15012 2.03028
H -3.55773 -2.17988 3.04218
H -3.25044 -3.04768 4.60229
H -3.35764 -3.87141 3.01575
H -1.15906 -1.99954 3.60802
H -1.08909 -3.83040 5.23011
H 0.08448 -4.17634 3.99797
H -1.47977 -5.06266 4.07651
H -0.32709 -2.97634 1.88397
C 2.03802 1.50777 5.23140
C 0.78702 0.74977 4.80002
C -0.41076 0.69942 5.79844
O 0.38942 1.52475 3.68107
H 2.29909 0.94149 6.12542
H 1.93818 2.57356 5.43685
H 2.91811 1.35075 4.60778
H 1.14809 -0.23907 4.51731
H -0.79567 1.70257 5.98183
H -0.00503 0.39685 6.76380
H -1.22146 0.04324 5.48172
H -0.50589 1.24713 3.47381
C 4.41546 0.14222 -4.26492
C 5.39056 -0.83459 -3.56242
C 6.79967 -0.22336 -3.33941
O 4.81270 -1.22939 -2.34843
H 4.96169 0.63512 -5.06915
H 4.00967 0.92010 -3.61812
H 3.54580 -0.36259 -4.68558
H 5.52569 -1.71434 -4.19161
H 7.20640 -0.61352 -2.40644
H 6.78734 0.85431 -3.17634
H 7.45256 -0.39913 -4.19435
H 3.87129 -1.25492 -2.53466
C 0.89595 0.51032 -4.49301
C -0.29057 0.39007 -3.54611
C -1.40572 -0.51752 -4.04835
O 0.16212 -0.29316 -2.32807
H 0.61789 0.97666 -5.43816
H 1.37649 -0.44598 -4.69961
H 1.67046 1.12444 -4.03357
H -0.59239 1.36856 -3.17255
H -1.19665 -1.57980 -3.92209
H -1.82693 -0.26425 -5.02125
H -2.26745 -0.43636 -3.38583
H 0.79425 -0.98140 -2.54793
C 1.29127 -4.40479 -2.52949
C 2.52891 -3.47375 -2.74673
C 2.66258 -3.30993 -4.24581
O 2.24508 -2.19487 -2.23598
H 0.41857 -4.08940 -3.10136
H 0.99984 -4.40549 -1.47917
H 1.46632 -5.43570 -2.83720
H 3.46252 -3.88579 -2.36372
H 3.65010 -2.97477 -4.56297
H 1.87561 -2.61986 -4.55009
H 2.43746 -4.26636 -4.71768
H 1.95820 -2.22918 -1.32050
C -5.36032 1.00925 -0.55903
C -4.46456 0.96856 -1.76601
C -4.87881 1.58990 -3.15112
O -3.39111 1.85038 -1.52962
H -5.74273 2.02970 -0.53572
H -4.82749 0.85253 0.37885
H -6.27856 0.44457 -0.72057
H -4.11285 -0.05438 -1.90010
H -5.37076 2.55359 -3.01928
H -5.40407 0.82915 -3.72859
H -3.96965 1.77468 -3.72330
H -2.90530 1.32271 -0.89154
C -3.95669 0.84590 4.03528
C -3.05311 1.61804 3.09565
C -2.51676 3.01202 3.60939
O -1.92388 0.79521 2.98862
H -3.95054 -0.20029 3.72943
H -4.95827 1.17793 3.76199
H -3.58426 0.88259 5.05903
H -3.47046 1.71616 2.09350
H -3.37573 3.66948 3.47521
H -1.59882 3.35868 3.13471
H -2.45894 2.80272 4.67754
H -1.95852 0.47951 2.08268
C 0.41409 6.82811 1.68464
C 1.81862 6.27400 1.65988
C 2.01671 4.80971 1.79233
O 2.45550 6.91604 0.54204
H -0.23831 6.32633 0.97000
H 0.31218 7.85220 1.32553
H 0.03945 6.78616 2.70737
H 2.37747 6.60208 2.53632
H 1.60514 4.50887 2.75576
H 3.00018 4.41355 1.53944
H 1.37280 4.20516 1.15359
H 2.17029 7.82548 0.42726
C -2.95586 6.93763 -0.97318
C -2.55953 5.85469 -1.96281
C -1.61933 4.73828 -1.31722
O -3.75380 5.10838 -2.10640
H -2.05915 7.41246 -0.57501
H -3.50611 6.38153 -0.21418
H -3.58426 7.67911 -1.46656
H -2.15630 6.32706 -2.85856
H -0.68401 5.22611 -1.04283
H -1.46313 3.87734 -1.96721
H -2.03664 4.55086 -0.32787
H -3.55458 4.22057 -1.80031
C 3.30019 -0.01234 1.40190
C 2.51808 1.06880 0.71387
C 2.74332 1.21337 -0.79418
O 1.09050 0.95306 1.02892
H 3.08051 -0.86055 0.75354
H 2.95028 -0.34507 2.37912
H 4.35651 0.21855 1.53970
H 2.88089 2.01585 1.11335
H 3.77830 1.55525 -0.78837
H 2.04109 1.94813 -1.18801
H 2.66298 0.21804 -1.23117
H 0.88797 1.22031 1.92845
C 4.00127 -4.31411 1.02040
C 2.56597 -4.69280 1.38247
C 2.60108 -5.67383 2.56106
O 1.86513 -3.51659 1.73078
H 4.52531 -4.04198 1.93660
H 4.29194 -3.60517 0.24515
H 4.49062 -5.24997 0.75058
H 2.00800 -5.17467 0.57961
H 1.60799 -5.87444 2.96310
H 3.08987 -5.16609 3.39256
H 3.18015 -6.58945 2.44097
H 1.50149 -3.02895 0.98810
C -2.05476 -5.14478 -2.08677
C -2.54389 -3.67814 -2.04541
C -3.72752 -3.36627 -3.04627
O -3.07358 -3.54361 -0.75163
H -1.61638 -5.39535 -3.05276
H -2.56425 -6.01664 -1.67641
H -1.19708 -4.99143 -1.43182
H -1.79664 -2.93877 -2.33358
H -3.24688 -3.57387 -4.00230
H -3.93059 -2.30071 -3.15317
H -4.72760 -3.77451 -2.90041
H -3.70379 -4.26636 -0.70620
```

Calculated total energy, eV: -69307.1279